[1]
C39H74Cl3FN4O9P | ωB97M-V/def2-TZVPD

Structure (XYZ):
```
131
Properties=species:S:1:pos:R:3:forces:R:3:mulliken_charge:R:1
C 2.031 5.266 4.093 0.0 -0.3 -0.5 -0.765
O 0.999 4.405 3.651 0.1 0.0 0.2 -0.392
C 1.080 4.216 2.255 -0.9 0.1 0.5 -0.321
C -0.219 3.649 1.741 0.3 -0.2 -0.2 -0.676
C -0.222 3.680 0.215 0.6 -0.3 0.7 -0.907
C 0.714 2.594 -0.351 -0.5 0.2 0.0 -0.122
C 0.065 1.692 -1.402 0.4 0.4 0.1 0.383
C 0.629 1.890 -2.803 -0.9 -0.8 0.3 0.270
C 0.290 0.694 -3.729 0.9 0.9 0.2 -1.026
C 1.599 0.048 -4.166 -0.2 -0.9 -0.4 0.530
C 1.700 -1.478 -4.091 -0.3 0.4 0.1 -1.737
C 1.193 -2.099 -2.788 0.5 0.5 -0.5 0.781
N 2.295 -2.779 -2.112 -1.2 0.1 0.0 -0.041
C 2.291 -3.040 -0.848 1.5 -0.1 -0.7 -0.182
N 1.315 -2.837 0.035 -1.1 -1.5 0.3 0.655
C 0.006 -3.516 -0.154 -1.0 0.2 0.8 -0.803
C -1.068 -2.997 0.817 -0.2 0.3 -0.6 -1.017
C -2.265 -2.388 0.071 0.3 0.4 -0.1 -0.067
N -2.908 -1.292 0.765 -0.4 -0.6 0.0 -0.151
C -4.375 -1.377 0.870 0.6 0.5 0.7 -0.990
C -5.105 -0.394 0.024 1.1 -1.4 0.8 0.443
C -4.722 -0.136 -1.242 1.7 -1.2 -0.8 0.048
C -5.379 0.725 -2.021 0.3 0.8 -1.9 -1.029
C -6.461 1.362 -1.529 -0.8 1.2 -1.2 -0.535
C -6.862 1.115 -0.270 -1.9 1.3 0.2 -0.616
C -6.183 0.251 0.500 -0.7 -0.1 2.0 0.523
O -6.600 0.010 1.790 0.1 -0.4 0.4 -0.606
C 1.926 -3.061 1.376 0.2 0.5 -0.9 -0.884
C 2.403 -1.679 1.795 0.3 -0.3 0.3 -0.858
Cl 2.262 -0.408 0.643 0.2 0.3 -0.2 0.135
C 2.881 -1.406 3.000 -0.1 0.1 0.2 1.000
C 3.005 -2.377 4.106 0.0 0.4 0.5 -1.729
Cl 3.405 0.168 3.394 0.2 0.4 0.1 -0.162
C 2.940 -4.129 0.974 1.7 0.5 -0.9 1.261
F 2.252 -5.231 0.510 -0.7 -0.6 0.6 -0.302
P 4.066 -4.918 2.221 0.2 -0.3 0.3 0.297
O 3.219 -5.366 3.321 -0.7 -0.1 0.9 -0.588
N 3.489 -3.522 -0.257 -0.5 -0.6 0.6 -0.339
Cl 4.255 -4.749 -1.223 0.4 0.6 -0.1 -0.060
H 1.715 6.299 4.046 -0.2 0.4 0.2 0.278
H 2.347 4.994 5.086 -0.1 0.0 0.5 0.283
H 2.887 5.171 3.431 0.4 0.0 -0.1 0.338
H 1.230 5.174 1.764 0.4 0.3 -0.2 0.370
H 1.886 3.524 2.035 0.5 0.0 -0.2 0.246
H -0.274 2.624 2.083 -0.3 -0.4 0.1 0.208
H -1.062 4.178 2.157 -0.2 0.4 0.2 0.391
H -1.232 3.538 -0.118 -0.5 0.0 -0.4 0.416
H 0.141 4.660 -0.067 -0.2 0.4 -0.4 0.397
H 1.607 3.056 -0.755 0.3 0.1 -0.1 0.244
H 1.029 2.013 0.502 0.2 -0.4 0.2 -0.038
H 0.105 0.652 -1.094 0.2 -0.3 0.0 -0.817
H -0.973 1.947 -1.454 -0.9 -0.1 0.1 0.338
H 0.163 2.775 -3.210 0.2 0.5 -0.1 0.473
H 1.698 2.020 -2.725 0.3 0.2 -0.3 -0.453
H -0.210 1.062 -4.608 -0.4 0.0 -0.3 0.475
H -0.392 0.014 -3.235 -0.2 -0.3 0.2 0.500
H 1.749 0.286 -5.207 0.3 0.2 -0.4 0.505
H 2.441 0.476 -3.643 0.0 0.1 0.2 -0.764
H 2.744 -1.698 -4.274 0.4 -0.4 0.1 0.622
H 1.170 -1.946 -4.904 -0.3 -0.1 -0.4 0.429
H 0.369 -2.757 -3.009 -0.1 -0.6 0.1 0.168
H 0.818 -1.358 -2.098 -0.1 0.4 0.3 -0.380
H 3.101 -2.993 -2.673 0.3 -0.2 0.1 0.415
H 0.101 -4.575 0.025 0.5 -0.3 -0.1 0.239
H -0.408 -3.390 -1.137 0.4 0.2 -0.7 0.564
H -1.478 -3.826 1.367 0.2 -0.3 0.5 0.240
H -0.657 -2.292 1.528 0.2 0.3 0.1 0.573
H -2.941 -3.218 -0.114 -0.5 -0.1 -0.1 0.239
H -1.963 -2.022 -0.908 0.3 0.0 -0.4 -0.098
H -2.497 -1.167 1.674 -0.1 0.0 0.2 0.279
H -4.750 -2.374 0.677 0.0 -0.5 -0.1 0.288
H -4.631 -1.153 1.894 -0.2 -0.1 0.4 0.523
H -3.874 -0.647 -1.647 0.5 -0.3 -0.1 0.276
H -5.066 0.932 -3.023 0.2 0.0 -0.4 0.472
H -6.975 2.051 -2.166 -0.4 0.3 -0.1 0.412
H -7.740 1.607 0.101 -0.3 0.1 0.3 0.429
H -6.630 0.841 2.266 -0.2 0.2 0.1 0.303
H 1.303 -3.560 2.099 -0.8 0.2 0.1 0.832
H 2.990 -1.833 5.036 -0.1 0.2 0.4 0.618
H 2.206 -3.096 4.155 -0.1 -0.5 -0.2 0.311
H 3.976 -2.840 4.066 0.3 -0.5 0.1 0.244
H 5.106 -4.041 2.568 0.0 0.2 -0.4 0.157
H 4.642 -6.008 1.559 0.2 0.3 -0.5 0.103
C 4.653 1.315 -2.676 0.0 0.0 0.0 -0.847
O 4.004 2.251 -3.511 0.2 -0.1 0.0 -0.117
C 4.318 3.601 -3.184 -0.3 0.0 -0.2 -0.573
C 5.322 4.188 -4.146 0.3 0.2 0.2 -0.755
O 6.590 3.567 -4.015 -0.1 -0.2 0.0 -0.377
C 6.863 2.630 -5.041 0.1 0.0 0.0 -0.615
H 4.504 0.326 -3.112 0.0 0.0 0.0 0.141
H 5.726 1.506 -2.602 0.0 0.0 0.0 0.518
H 4.206 1.329 -1.674 0.1 0.0 0.1 0.202
H 4.685 3.675 -2.157 0.1 0.0 0.0 0.413
H 3.387 4.172 -3.253 0.0 0.0 0.0 0.390
H 5.456 5.247 -3.909 -0.1 0.0 0.0 0.367
H 4.957 4.115 -5.175 0.0 0.0 0.0 0.367
H 7.052 3.144 -5.989 0.0 -0.1 0.0 0.343
H 6.041 1.920 -5.169 0.0 0.0 0.0 0.197
H 7.760 2.082 -4.758 0.0 0.0 0.0 0.241
C 3.470 -0.374 9.038 0.0 0.0 -0.1 -0.801
O 3.183 -1.515 8.245 0.1 0.0 0.1 -0.280
C 3.960 -2.647 8.610 -0.2 0.0 -0.4 -0.402
C 3.160 -3.635 9.426 0.2 -0.1 0.3 -0.613
O 2.827 -3.109 10.697 -0.1 0.1 -0.1 -0.373
C 1.484 -2.666 10.787 0.0 0.0 0.1 -0.704
H 2.712 0.377 8.824 0.0 0.0 -0.1 0.260
H 3.444 -0.608 10.104 0.0 0.0 0.0 0.333
H 4.452 0.034 8.777 0.0 0.0 0.1 0.308
H 4.859 -2.342 9.152 0.0 0.0 0.1 0.349
H 4.275 -3.134 7.680 0.0 0.0 0.0 0.345
H 3.773 -4.526 9.597 0.0 0.0 -0.1 0.389
H 2.261 -3.942 8.883 0.0 0.0 0.0 0.328
H 0.800 -3.520 10.802 0.0 0.0 0.0 0.323
H 1.223 -2.002 9.959 0.0 0.0 0.0 0.303
H 1.379 -2.120 11.722 0.0 0.0 0.0 0.246
C -9.656 1.801 -6.785 0.0 0.0 -0.1 -0.668
O -8.452 1.532 -7.483 -0.1 0.0 0.1 -0.373
C -7.317 2.146 -6.899 0.0 -0.1 -0.4 -0.611
C -6.493 1.153 -6.114 0.1 0.2 0.3 -0.485
O -7.182 0.694 -4.961 0.0 -0.1 -0.1 -0.192
C -7.729 -0.603 -5.125 0.0 0.0 0.1 -0.865
H -10.425 1.147 -7.190 0.0 0.0 -0.1 0.244
H -9.554 1.606 -5.715 0.0 0.0 0.0 0.261
H -9.962 2.841 -6.940 0.0 0.0 0.1 0.328
H -7.612 2.986 -6.263 0.0 0.0 0.1 0.334
H -6.707 2.540 -7.718 0.0 0.0 0.0 0.382
H -5.582 1.652 -5.765 0.0 0.0 -0.1 0.349
H -6.197 0.313 -6.749 0.0 0.0 0.0 0.388
H -6.932 -1.356 -5.128 0.0 0.0 -0.1 0.306
H -8.310 -0.682 -6.046 0.0 0.0 0.0 0.384
H -8.384 -0.795 -4.278 0.0 0.0 0.0 0.242
```
Forces are in eV/Å.

Properties
HOMO level = -10.473 eV
Net charge = +1
LUMO = -3.71 eV
Maximum force = 2.30 eV Å⁻¹
Kohn-Sham gap = 6.8 eV
Electronic energy = -115591.108 eV



[2]
C16H12Cl28NO3 | ωB97M-V/def2-TZVPD

Structure (XYZ):
```
60
Properties=species:S:1:pos:R:3:forces:R:3:mulliken_charge:R:1
C -0.245 0.482 -0.407 -0.4 0.0 0.0 -1.033
C -0.423 0.099 -1.945 -0.7 0.3 0.8 0.177
O -0.874 -1.265 -2.013 0.7 0.9 0.5 -0.319
C 0.850 0.403 -2.879 -0.3 0.5 0.9 -0.960
C 2.082 0.829 -1.956 0.9 -0.7 1.7 -0.287
C 2.320 2.285 -1.595 1.1 -3.0 1.4 -0.133
N 3.395 2.621 -0.724 -1.0 -2.5 -1.0 0.028
C 4.274 1.667 -0.167 -1.0 -3.5 -1.8 -1.058
C 4.114 0.186 -0.480 -2.5 2.5 -1.6 -0.535
C 2.977 -0.274 -1.414 1.3 3.7 1.5 1.087
C 2.806 -1.811 -1.703 -0.8 -2.4 -0.1 0.196
O 1.775 -2.453 -1.574 2.2 2.6 -0.4 -0.274
O 3.963 -2.540 -2.114 -1.0 2.2 1.6 -0.418
H 0.577 -0.118 0.135 -1.1 1.4 -1.2 0.017
H -0.088 1.602 -0.266 -0.1 -1.4 -0.1 0.356
H -1.220 0.179 0.111 1.3 0.6 -0.7 0.405
H -1.273 0.760 -2.339 1.2 -1.0 0.4 0.246
H -0.694 -1.665 -1.134 -0.1 0.2 -0.9 0.147
H 1.125 -0.460 -3.573 -0.5 1.0 1.3 0.378
H 0.591 1.272 -3.557 0.1 -1.1 1.1 0.643
H 1.641 3.110 -1.975 1.2 -1.2 0.6 0.522
H 3.497 3.613 -0.484 0.2 -0.6 0.0 0.335
H 5.122 1.923 0.527 -1.2 0.2 -1.4 0.770
H 4.801 -0.572 -0.010 -0.8 1.2 -0.5 0.346
H 4.689 -2.249 -1.514 -0.3 -0.3 -0.9 0.346
C -1.193 -3.282 1.588 -0.3 -0.5 0.2 0.156
Cl -0.941 -4.824 0.750 0.0 0.3 0.1 -0.060
Cl 0.074 -2.130 1.103 -0.1 -0.7 0.4 -0.041
Cl -2.780 -2.620 1.150 0.4 -0.1 0.0 0.055
Cl -1.120 -3.540 3.341 0.0 0.1 -0.3 -0.101
C -6.691 -2.223 0.531 -0.3 -0.1 0.1 0.180
Cl -6.432 -3.764 -0.309 0.0 0.3 0.2 0.018
Cl -5.424 -1.074 0.054 -0.2 -0.1 0.0 -0.123
Cl -8.281 -1.566 0.092 0.4 0.1 0.0 -0.048
Cl -6.620 -2.486 2.287 0.2 0.2 -0.3 -0.045
C -3.490 -4.829 -3.523 0.1 0.0 0.0 0.270
Cl -4.438 -5.564 -2.214 0.2 0.0 -0.2 -0.095
Cl -2.560 -6.089 -4.359 -0.1 0.2 0.1 -0.100
Cl -4.586 -4.041 -4.675 0.2 -0.1 0.2 -0.111
Cl -2.376 -3.624 -2.846 -0.2 -0.2 -0.2 0.026
C -10.824 -4.033 2.448 0.0 -0.1 0.0 0.313
Cl -10.753 -4.728 4.079 0.0 0.1 -0.2 -0.097
Cl -9.262 -4.265 1.637 -0.5 -0.4 0.2 -0.019
Cl -12.100 -4.839 1.515 0.2 0.1 0.1 -0.092
Cl -11.179 -2.297 2.559 0.1 -0.2 0.0 -0.101
C 4.592 3.123 4.070 0.2 0.3 0.7 0.344
Cl 5.353 1.786 4.949 -0.2 0.2 -0.3 -0.077
Cl 3.129 3.644 4.932 0.0 -0.6 -0.5 -0.110
Cl 5.731 4.474 3.945 -0.2 -0.4 -0.2 -0.077
Cl 4.147 2.576 2.432 -0.2 0.2 0.8 -0.099
C 5.006 7.330 7.056 -0.1 0.1 0.2 0.315
Cl 4.071 5.980 6.377 0.3 0.6 0.4 -0.022
Cl 6.591 7.409 6.259 -0.2 0.0 0.1 -0.107
Cl 4.131 8.850 6.787 0.1 -0.2 0.0 -0.090
Cl 5.231 7.076 8.797 0.0 0.0 -0.3 -0.087
C 3.444 2.390 -5.556 0.3 0.0 -0.7 0.287
Cl 2.835 1.488 -4.142 1.8 1.0 -2.4 0.066
Cl 5.072 1.818 -5.966 -0.3 0.1 0.1 -0.098
Cl 2.358 2.129 -6.934 0.2 0.0 0.3 -0.095
Cl 3.503 4.120 -5.165 -0.1 -0.3 0.1 -0.117
```
Forces are in eV/Å.

Properties
HOMO level = -12.205 eV
Net charge = +1
LUMO = -5.16 eV
Maximum force = 4.15 eV Å⁻¹
Kohn-Sham gap = 7.0 eV
Electronic energy = -375033.734 eV



[3]
C5H20N2O5 | ωB97M-V/def2-TZVPD

Structure (XYZ):
```
32
Properties=species:S:1:pos:R:3:forces:R:3:mulliken_charge:R:1
N -0.683 3.099 2.014 0.0 -0.1 -0.3 -0.269
C -0.618 4.314 1.392 0.0 0.2 0.1 0.500
N -0.734 4.241 0.024 0.1 -0.1 -0.1 -0.307
O -0.457 5.376 1.976 -0.1 -0.2 -0.1 -0.670
H -0.849 2.268 1.461 0.0 -0.1 0.2 0.312
H -0.671 3.057 3.013 0.0 0.2 0.0 0.173
H -0.778 5.094 -0.498 0.0 0.1 0.1 0.187
H -0.892 3.377 -0.464 0.0 -0.1 0.2 0.189
C 0.263 0.084 -0.029 -0.6 -0.3 0.1 -0.327
O -0.929 0.839 0.191 0.3 0.1 0.1 -0.684
H 0.059 -0.966 0.202 0.2 0.0 -0.1 0.019
H 0.584 0.162 -1.071 0.2 0.1 0.0 0.242
H 1.036 0.426 0.656 0.0 0.2 -0.1 0.362
H -1.673 0.280 -0.079 0.0 0.1 -0.3 0.327
C -3.272 -1.730 0.152 -0.2 -0.5 0.6 -0.512
O -2.748 -0.960 -0.915 0.1 0.2 0.1 -0.546
H -2.661 -2.606 0.393 0.0 0.0 -0.3 0.217
H -3.267 -1.131 1.063 0.0 0.2 -0.2 0.238
H -4.303 -2.037 -0.035 0.0 0.0 -0.1 0.303
H -2.548 -1.520 -1.669 0.0 -0.1 0.0 0.279
C 3.479 -0.735 -2.744 -0.2 0.5 0.8 -0.247
O 2.797 0.257 -3.497 0.1 -0.2 -0.2 -0.499
H 3.656 -1.598 -3.374 0.0 0.0 -0.1 0.244
H 4.424 -0.365 -2.331 0.1 -0.1 -0.3 0.250
H 2.889 -1.032 -1.864 -0.1 -0.2 -0.2 -0.033
H 2.726 1.059 -2.973 0.0 0.0 0.1 0.293
C 1.068 -3.024 1.749 0.4 -0.7 -0.3 -0.536
O -0.157 -3.484 1.179 0.1 0.2 0.0 -0.486
H 1.707 -2.543 1.002 -0.2 0.4 0.1 0.155
H 0.824 -2.367 2.575 0.0 0.2 -0.1 0.250
H 1.675 -3.860 2.122 -0.3 0.0 0.2 0.284
H 0.053 -3.974 0.380 0.0 -0.1 0.0 0.294
```
Forces are in eV/Å.

Properties
HOMO level = -9.368 eV
Net charge = 0
LUMO = 0.20 eV
Maximum force = 0.97 eV Å⁻¹
Kohn-Sham gap = 9.6 eV
Electronic energy = -18726.409 eV